# 1
Entry from OMol25: the molecule C4H8INS in a non-equilibrium geometry (wB97M-V/def2-TZVPD).

Geometry (Å):
C (2.899, -1.188, -0.240)
N (1.499, -1.474, -0.344)
C (0.571, -0.866, 0.183)
S (-1.066, -1.273, -0.281)
C (-2.162, 0.429, 0.344)
C (-1.582, 1.631, -0.292)
I (-4.233, 0.096, 0.012)
H (3.267, -1.345, -1.197)
H (3.344, -1.930, 0.361)
H (3.114, -0.283, 0.281)
H (0.578, -0.031, 0.916)
H (-1.934, 0.487, 1.487)
H (-1.131, 1.471, -1.316)
H (-0.871, 1.864, 0.435)
H (-2.291, 2.411, -0.349)

Computed properties:
2S+1 ... 1
SMILES ... C/N=C/S[C@@H](C)I
Energy above the lowest of the compared OMol25 structures with the same formula, charge and spin ... 38.9 kcal/mol
E_tot ... -24701.6047 eV
Kohn-Sham gap ... 0.335 Eh
E_HOMO ... -0.32465 Ha

---

# 2
Entry from OMol25: a structure of composition C30H21F15GeN2O12SSeV (wB97M-V/def2-TZVPD).

Geometry (Å):
V (0.031, 0.618, -2.133)
C (2.239, -0.541, 3.245)
N (2.241, -0.647, 1.794)
C (2.343, -2.003, 1.271)
C (1.714, 0.319, 1.002)
O (1.501, 0.149, -0.193)
C (1.456, 1.678, 1.664)
O (1.333, 2.735, 0.748)
C (2.519, 3.017, 0.054)
C (2.426, 2.588, -1.410)
O (1.324, 2.361, -1.879)
N (3.556, 2.525, -2.128)
C (4.820, 3.064, -1.677)
C (3.473, 2.178, -3.543)
H (2.870, -1.333, 3.641)
H (1.230, -0.659, 3.651)
H (2.649, 0.408, 3.585)
H (3.242, -2.469, 1.678)
H (2.402, -1.968, 0.187)
H (1.476, -2.598, 1.570)
H (2.260, 1.902, 2.374)
H (0.518, 1.615, 2.217)
H (3.372, 2.538, 0.546)
H (2.683, 4.101, 0.086)
H (4.871, 3.146, -0.595)
H (5.001, 4.057, -2.103)
H (5.627, 2.407, -2.002)
H (2.746, 1.392, -3.715)
H (4.446, 1.804, -3.861)
H (3.204, 3.046, -4.149)
O (-3.829, 2.068, -1.413)
C (-2.614, 1.738, -0.958)
O (-1.615, 1.987, -1.589)
C (-2.688, 1.124, 0.413)
O (-1.399, 0.782, 0.874)
C (-1.001, -1.802, 0.313)
C (-2.017, -1.517, -0.801)
O (-3.154, -1.978, -0.690)
O (-1.600, -0.750, -1.722)
H (-3.699, 2.339, -2.336)
H (-3.355, 0.260, 0.363)
H (-3.141, 1.871, 1.077)
H (-1.168, -2.794, 0.736)
H (0.015, -1.694, -0.058)
F (-3.183, -3.010, 5.101)
C (-2.782, -4.257, 5.414)
C (-1.468, -4.631, 5.195)
C (-1.155, -5.919, 5.589)
F (0.094, -6.404, 5.478)
C (-2.078, -6.789, 6.147)
F (-1.725, -8.032, 6.518)
C (-3.379, -6.370, 6.340)
F (-4.284, -7.199, 6.884)
C (-3.738, -5.087, 5.974)
F (-4.998, -4.669, 6.174)
Ge (-0.308, -3.162, 4.304)
S (-1.283, -0.676, 1.696)
C (-0.203, -2.137, 6.105)
C (0.107, -2.694, 7.333)
F (0.493, -3.980, 7.428)
C (0.082, -1.983, 8.520)
F (0.401, -2.560, 9.690)
C (-0.268, -0.644, 8.498)
F (-0.297, 0.065, 9.637)
C (-0.580, -0.043, 7.296)
F (-0.914, 1.257, 7.273)
C (-0.543, -0.800, 6.135)
F (-0.855, -0.148, 4.999)
C (1.537, -4.092, 4.403)
C (1.729, -5.116, 3.490)
F (0.683, -5.562, 2.768)
C (2.947, -5.724, 3.250)
F (3.071, -6.717, 2.360)
C (4.058, -5.291, 3.951)
F (5.254, -5.863, 3.746)
C (3.925, -4.262, 4.861)
F (5.004, -3.834, 5.539)
C (2.680, -3.683, 5.061)
F (2.653, -2.665, 5.951)
O (0.218, -1.662, -5.279)
Se (0.813, -0.295, -4.648)
O (1.494, -0.526, -3.127)
O (-0.403, 0.775, -4.210)
O (1.908, 0.425, -5.618)

Computed properties:
2S+1 ... 4
Total charge ... -2
Energy above the lowest of the compared OMol25 structures with the same formula, charge and spin ... 35.2 kcal/mol
E_tot ... -258148.3592 eV
Kohn-Sham gap (spin up / spin down) ... 0.203 / 0.267 Eh
E_HOMO (spin up / spin down) ... -0.07053 / -0.13525 Ha
<S²> ... 3.754